(1)
C10H36MnN16O10 | wB97M-V/def2-TZVPD

total charge	+1
HOMO-LUMO gap (spin up / spin down)	8.05 / 3.22	eV
molecular weight	595.44	g mol⁻¹
2S+1	7

Each line ends with the Löwdin spin population.
Atoms and positions in Å:
Mn -0.17084 -2.18375 0.44350  4.76
O 0.39783 -1.01523 2.07411  0.17
C 0.39222 0.23490 1.47101  0.05
C -0.63194 0.53485 0.26603  0.11
O -0.85709 -0.51540 -0.66772  0.64
H 1.42702 0.35469 1.15016  0.02
H 0.36679 1.11292 2.11641  0.00
H -0.49349 1.50524 -0.21070  0.01
H -1.65241 0.66213 0.62734  0.06
C -0.04765 -2.96550 5.15323  0.00
O -0.42992 -3.63090 6.05827  0.00
N -0.78561 -2.15675 4.43317  0.00
N 1.25246 -2.84139 4.85671  0.00
H -0.43576 -1.49951 3.75072  0.00
H -1.66865 -2.04151 4.90969  0.00
H 1.44888 -2.29555 4.02992  0.00
H 1.97112 -2.81199 5.56578  0.00
C 2.19426 4.70890 0.79370  0.00
O 1.14714 4.94618 0.21572  0.00
N 2.30119 3.63963 1.57019  0.00
N 3.27725 5.31115 0.51751  0.00
H 1.48107 3.05987 1.67688  0.00
H 2.98722 3.66316 2.31107  0.00
H 3.46465 5.96542 -0.22876  0.00
H 4.10950 4.81949 0.81030  0.00
C -1.79488 -3.52520 -1.99722  0.00
O -0.71767 -3.49687 -1.48777  0.02
N -2.55858 -2.47293 -2.15123  0.00
N -2.41358 -4.60203 -2.42579  0.00
H -3.29865 -2.74338 -2.78308  0.00
H -2.26211 -1.57990 -1.78419  0.00
H -3.30433 -4.54148 -2.89801  0.00
H -1.86164 -5.44723 -2.39248  0.00
C -1.96752 0.53470 -4.34441  0.00
O -2.21079 0.75786 -5.49151  0.00
N -2.33589 1.21186 -3.30237  0.00
N -1.22790 -0.43579 -3.94828  0.00
H -1.93528 0.96441 -2.40885  0.00
H -2.98290 1.98678 -3.33358  0.00
H -1.27160 -0.73092 -2.98335  0.00
H -0.66227 -0.90875 -4.63855  0.00
C 3.92275 -0.46878 3.29322  0.00
O 5.05573 -0.25200 3.73063  0.00
N 3.00065 0.45096 3.50061  0.00
N 3.45431 -1.45555 2.58915  0.00
H 2.10224 0.45581 3.03916  0.00
H 3.32394 1.17986 4.12052  0.00
H 2.52355 -1.69134 2.27579  0.00
H 4.13804 -2.15209 2.32941  0.00
C -4.77824 -0.54875 0.23176  0.00
O -5.96961 -0.89558 0.37398  0.03
N -4.08895 -0.47686 -0.83057  0.00
N -4.01267 -0.32455 1.34471  0.01
H -4.49031 -0.60912 -1.74791  0.00
H -3.11742 -0.20833 -0.76628  0.00
H -4.45147 -0.36426 2.25354  0.00
H -3.05671 -0.02976 1.20561  0.00
C 2.54434 -2.04630 -1.38593  0.01
O 1.75348 -2.40394 -0.48430  0.06
N 2.23591 -1.27379 -2.43183  0.00
N 3.79064 -2.33350 -1.27337  0.00
H 1.32613 -0.85439 -2.56027  0.00
H 2.98077 -0.72814 -2.84118  0.00
H 4.19619 -2.69026 -0.41994  0.00
H 4.39169 -1.85713 -1.93057  0.00
C -0.90177 3.96896 -2.74243  0.00
O -1.60649 4.70202 -3.50087  0.00
N -1.35152 3.39786 -1.66146  0.00
N 0.37682 3.81905 -2.85219  0.00
H -0.87070 3.09743 -0.82562  0.00
H -2.24267 3.82702 -1.45704  0.00
H 0.91157 4.18904 -3.62500  0.00
H 0.66984 3.04392 -2.27476  0.00



(2)
C4H5NO2 | wB97M-V/def2-TZVPD

energy above the lowest of the compared OMol25 structures with the same formula, charge and spin	428.50	kJ/mol
HOMO-LUMO gap	9.00	eV
molecular weight	99.09	g mol⁻¹

Each line ends with the Mulliken charge.
Atoms and positions in Å:
C -0.76980 -1.29742 -0.13697  -0.81
C 1.49010 -0.24819 0.27018  0.54
N 0.25693 -0.32349 -0.50085  -0.16
O 1.43406 1.02661 0.66710  -0.33
C 0.11959 1.39345 0.20868  0.07
C -0.82021 2.18204 0.07921  -0.44
O 2.24777 -1.12080 0.57038  -0.49
H 0.36020 -0.14087 -1.49392  0.32
H -0.49829 -2.29619 -0.47824  0.31
H -1.70537 -0.96988 -0.59060  0.35
H -0.87547 -1.29611 0.94752  0.30
H -1.23951 3.09086 0.45747  0.34



(3)
C20H22ClN4O4STeTl | wB97M-V/def2-TZVPD

HOMO-LUMO gap (spin up / spin down)	5.94 / 5.94	eV
molecular weight	781.92	g mol⁻¹

Each line ends with the Mulliken charge.
Atoms and positions in Å:
Tl 0.38808 -0.41096 1.26293  0.78
O 5.44330 0.25832 0.42054  -0.44
C 4.12725 0.23942 0.74138  0.22
O 3.20594 0.20172 -0.11426  -0.50
C 3.90045 0.21906 2.30228  0.40
C 5.03708 0.45330 3.14078  -0.47
C 4.75839 0.39048 4.49744  -0.28
C 3.57129 0.02257 5.02051  -0.70
C 2.54083 -0.36929 4.07283  0.56
N 2.72416 -0.18029 2.83661  -0.28
C 1.23370 -0.94905 4.58243  0.26
O 1.21083 -1.35967 5.76099  -0.68
O 0.22389 -0.96723 3.72786  -0.72
H 5.51018 0.43666 -0.55206  0.37
H 6.06411 0.73017 2.80088  0.33
H 5.56558 0.63337 5.07670  0.51
H 3.35631 -0.04907 6.06864  0.48
C -0.56697 1.95332 -5.62874  -1.20
C -0.12213 0.66028 -4.95650  0.38
C 1.23593 0.39747 -4.74802  -0.86
C 1.66168 -0.59328 -3.79859  1.40
C 3.16340 -0.57718 -3.35260  -1.43
C 0.70458 -1.39944 -3.20280  -0.31
Te 1.06709 -2.80942 -1.55295  0.34
C -0.62918 -1.31858 -3.59705  1.21
C -1.68192 -2.39186 -3.24913  -1.60
C -1.05428 -0.26361 -4.41334  -0.92
H -1.14412 1.64713 -6.54828  0.30
H 0.33469 2.62714 -5.94220  0.29
H -1.17149 2.58846 -4.98072  0.31
H 1.97383 0.98362 -5.38847  0.16
H 3.53824 0.17360 -4.03813  0.35
H 3.53952 -1.54788 -3.46742  0.45
H 3.21802 -0.20644 -2.32115  0.22
H -1.83855 -2.49630 -2.16465  0.30
H -1.37254 -3.43199 -3.52160  0.37
H -2.62655 -2.12190 -3.71924  0.37
H -2.12677 -0.11587 -4.50749  0.31
C -6.15143 2.36700 1.28809  -1.22
C -4.93912 1.52206 0.74871  0.13
C -4.24561 0.61629 1.68724  -0.13
N -3.11794 0.19798 1.36164  -0.19
N -2.43574 -0.46489 2.29534  -0.13
C -3.06878 -0.45962 3.49120  0.32
N -2.40526 -0.68868 4.59408  -0.30
S -4.66047 0.26498 3.41357  -0.27
H -6.77759 2.52445 0.43752  0.35
H -5.96800 3.27802 1.80138  0.34
H -6.79615 1.74266 1.91895  0.34
H -4.17691 2.23311 0.31711  0.23
H -5.22754 0.82370 -0.08016  0.17
H -1.44208 -1.12402 4.51080  0.28
H -2.88489 -0.44369 5.44888  0.16
Cl -0.66635 -3.44611 0.21826  -0.36



(4)
CH5OPd | wB97M-V/def2-TZVPD

HOMO-LUMO gap (spin up / spin down)	5.21 / 8.62	eV
molecular weight	139.47	g mol⁻¹
2S+1	4

Each line ends with the Löwdin spin population.
Atoms and positions in Å:
H -0.09018 -1.42806 -0.04254  0.04
C -0.59353 0.90984 0.08968  0.41
H -0.94160 0.45239 1.03467  0.04
H -0.75419 1.99329 0.22752  0.05
H -1.20401 0.64554 -0.79372  0.04
Pd 1.22814 0.51993 -0.21075  2.08
O 0.88202 -1.18043 -0.25002  0.28
H 1.47335 -1.91249 -0.05484  0.06



Q: The lowest molecular weight belongs to which entry?
A: C4H5NO2